Record 1
{
  "formula": "C4H11N2",
  "method": "ωB97M-V/def2-TZVPD",
  "elements": ["C", "C", "C", "N", "C", "N", "H", "H", "H", "H", "H", "H", "H", "H", "H", "H", "H"],
  "xyz": [[-1.5628, 0.5610, -1.5246], [-1.7270, 0.0735, -0.0528], [-0.3962, 0.2298, 0.6189], [2.6109, 0.1752, 0.7573], [1.8727, -0.8342, 0.4950], [0.5224, -0.8085, 0.3290], [-0.8847, -0.1415, -2.0398], [-2.5526, 0.4979, -1.9870], [-1.2077, 1.5819, -1.6251], [-2.0764, -0.9531, 0.0147], [-2.5264, 0.6557, 0.4059], [-0.5556, 0.1280, 1.7418], [0.0893, 1.2081, 0.5386], [3.6162, 0.0219, 0.8446], [2.3102, 1.1321, 0.9356], [2.3561, -1.7986, 0.3870], [0.1117, -1.7291, 0.1609]],
  "forces_ev_per_a": [[0.3, -0.5, -0.5], [-1.0, -0.1, 0.2], [1.1, 0.0, -0.3], [0.5, 0.4, 0.3], [-0.2, -0.2, -0.3], [-0.2, -0.2, 0.4], [0.0, 0.3, 0.2], [-0.1, 0.1, 0.2], [0.1, 0.1, 0.0], [0.1, -0.2, -0.1], [0.2, 0.3, 0.2], [-0.6, 0.0, 0.0], [-0.1, 0.1, 0.0], [0.0, 0.0, 0.0], [-0.1, -0.1, -0.1], [0.0, -0.1, -0.1], [0.0, 0.0, -0.1]],
  "mulliken_spin": [0.13, 0.12, 0.09, 0.16, -0.04, 0.33, 0.01, 0.03, 0.00, 0.00, 0.01, 0.16, 0.04, -0.01, 0.00, 0.00, -0.01],
  "s_squared": 0.758,
  "largest_force_ev_per_a": 1.1,
  "homo_lumo_gap_ev": [11.7334, 6.1808],
  "total_charge": 2,
  "multiplicity": 2,
  "e_lumo_ev": [-9.2, -14.5],
  "homo_energy_ev": [-20.94, -20.70],
  "de_lowest_kj_mol": 211.83
}

---

Record 2
{
  "formula": "C4H11N2",
  "method": "ωB97M-V/def2-TZVPD",
  "elements": ["C", "C", "C", "N", "H", "H", "H", "H", "H", "H", "H", "C", "N", "H", "H", "H", "H"],
  "xyz": [[1.1834, 2.3874, 0.4037], [0.2870, 1.1313, 0.5818], [1.3616, -0.1193, -1.1839], [0.2965, 0.3293, -0.6532], [0.8998, 3.0243, 1.2452], [2.2332, 2.1093, 0.4626], [0.9616, 2.9375, -0.5114], [-0.7461, 1.3714, 0.8236], [0.6516, 0.5597, 1.4394], [2.2283, 0.5202, -1.4039], [1.4615, -1.1820, -1.4307], [-1.4968, -2.1601, 0.9316], [-1.6084, -1.6076, -0.2316], [-2.3740, -2.7075, 1.2779], [-0.5832, -2.0458, 1.5089], [-0.8668, -0.8916, -0.5350], [-2.0251, -2.2409, -0.9252]],
  "forces_ev_per_a": [[-0.2, 0.1, -0.2], [-1.2, 0.6, 0.4], [-0.5, 0.1, -0.2], [2.7, -0.2, 0.8], [0.1, 0.0, 0.0], [0.0, 0.1, 0.0], [0.0, -0.1, 0.0], [0.0, 0.3, -0.4], [0.3, -0.3, -0.4], [-0.1, 0.1, 0.0], [-0.2, 0.0, -0.4], [-0.5, 0.5, -0.5], [2.0, -0.7, 0.2], [0.5, -0.7, 0.0], [-0.4, 0.6, 0.5], [-1.4, -1.5, 0.1], [-1.1, 1.2, -0.2]],
  "mulliken_spin": [0.12, 0.04, 0.00, 0.66, 0.01, 0.00, 0.00, 0.00, 0.01, 0.06, 0.05, -0.01, 0.05, 0.00, 0.00, 0.01, 0.00],
  "s_squared": 0.756,
  "largest_force_ev_per_a": 2.8,
  "homo_lumo_gap_ev": [10.4797, 8.3569],
  "total_charge": 2,
  "multiplicity": 2,
  "e_lumo_ev": [-10.2, -12.8],
  "homo_energy_ev": [-20.66, -21.19],
  "de_lowest_kj_mol": 366.95
}